{
  "formula": "CH6N2O4",
  "method": "ωB97M-V/def2-TZVPD",
  "lumo_ev": [-0.16, -0.40],
  "de_lowest_kcal_mol": 42.1,
  "e_tot_ev": -12295.569,
  "largest_force_ev_per_a": 1.90,
  "spin_multiplicity": 1,
  "homo_lumo_gap_ev": [8.72, 8.15],
  "symbols": ["C", "N", "N", "O", "O", "O", "O", "H", "H", "H", "H", "H", "H"],
  "coordinates": [[0.789, 0.503, -0.393], [0.603, -0.328, 0.620], [-1.242, 1.111, -0.234], [-0.006, -1.481, 0.194], [2.630, -0.411, -0.113], [-1.876, 0.212, -1.017], [-1.865, 0.988, 1.022], [-0.106, -1.995, 1.008], [2.563, -1.259, -0.577], [-1.947, -0.633, -0.520], [-1.381, 1.613, 1.582], [1.235, 1.452, -0.151], [0.604, 0.230, -1.422]],
  "forces_ev_per_a": [[0.9380, -1.3234, 0.9850], [0.1291, 0.9366, -0.3605], [-1.6969, 0.2704, 0.3803], [-0.2080, -0.4303, -0.0614], [0.5942, 0.1344, -0.2272], [0.0941, 0.0106, 0.1113], [0.4172, 0.0646, -0.6664], [0.0594, 0.0880, -0.1424], [-0.2070, 0.0118, 0.0244], [0.0678, 0.2634, -0.0143], [0.0086, -0.0694, -0.0427], [-0.0504, 0.0258, 0.0142], [-0.1460, 0.0174, -0.0002]],
  "lowdin_charge": [-0.11, -0.07, -0.11, -0.05, -0.15, -0.04, -0.03, 0.12, 0.01, 0.10, 0.10, 0.11, 0.11]
}